# 1
24
Properties=species:S:1:pos:R:3:forces:R:3 method="wB97M-V/def2-TZVPD" total_charge=+1 molar_mass_g_mol=207.2 energy_ev=-28396.060
C -0.86972 -1.03444 0.56650 0.8 -0.5 -0.1
C -2.25091 1.20060 -0.78163 -0.1 0.3 -0.1
C 2.52895 1.11168 -1.22115 -0.2 0.1 0.0
C 2.56013 1.77082 1.22121 -0.3 0.1 0.0
C -3.52460 -2.18897 0.52525 0.3 0.1 -0.3
C 1.75322 1.15056 0.09000 0.2 0.6 -0.3
N 1.40938 -0.22710 0.47384 1.1 0.0 0.2
N 0.24802 -0.69808 0.46907 -1.6 -0.4 0.3
O -2.53800 0.62695 0.17437 -0.7 -0.4 1.5
O -2.12722 -1.39726 -1.65025 -0.5 -0.1 0.1
O -1.27693 -3.33911 -0.37488 -0.3 -0.2 0.3
O -1.93284 1.78044 -1.70599 0.5 0.8 -1.4
S -2.01585 -2.12812 -0.43391 0.6 0.1 -0.1
H 2.73179 2.12831 -1.55487 0.0 0.0 0.0
H 3.48395 0.60372 -1.09045 0.0 0.0 0.0
H 1.95933 0.60556 -1.99807 0.0 0.0 -0.1
H 3.49288 1.23328 1.37265 0.1 -0.1 0.0
H 1.99874 1.77678 2.15207 0.0 0.0 0.1
H 2.80401 2.79810 0.96600 0.1 0.1 0.0
H -4.28629 -1.61270 0.01371 0.0 0.1 -0.1
H -3.81193 -3.23161 0.61278 0.1 -0.2 -0.1
H -3.31923 -1.76826 1.50251 0.1 0.0 0.1
H 0.80935 1.68903 -0.04700 0.1 -0.2 0.1
H 2.17376 -0.85019 0.71827 -0.3 -0.2 0.0

# 2
20
Properties=species:S:1:pos:R:3:forces:R:3 method="wB97M-V/def2-TZVPD" total_charge=+1 molar_mass_g_mol=143.2 energy_ev=-20206.248
C -0.83319 0.73080 0.28129 0.1 -0.4 0.7
C 0.46260 2.38550 1.10904 -0.3 -0.4 0.3
C 0.02438 -0.47732 0.21190 2.1 -0.8 -1.6
C 1.35650 -0.59842 0.86456 -3.5 3.2 3.3
C -1.59355 -1.61520 -1.29121 -0.6 2.5 -2.4
C -0.31159 -1.65106 -0.60243 0.0 -1.6 1.5
N -0.52724 1.57979 1.34736 1.5 2.0 0.4
N 1.02614 2.37814 -0.13215 -2.6 -1.5 0.0
S 0.13803 1.53988 -1.30892 -0.9 -1.5 1.2
H -1.92465 0.53786 0.23553 0.8 0.3 -0.9
H 0.99559 3.07638 1.78416 -0.8 -0.6 0.2
H 1.10250 -0.84503 1.94045 0.2 -0.5 -0.8
H 1.67655 0.39609 1.13254 0.5 0.5 -0.3
H 2.14797 -1.11210 0.49591 1.7 -2.1 -1.5
H -2.36256 -1.61055 -0.55609 -1.1 0.2 0.2
H -1.78443 -2.36230 -2.03371 0.1 -0.8 0.0
H -1.59055 -0.65460 -1.94171 -0.5 -1.2 1.1
H 0.50026 -1.99609 -1.19318 1.1 0.3 -0.9
H -0.30477 -2.55502 0.08367 -0.1 1.0 0.1
H 1.80203 2.85324 -0.42700 2.2 1.6 -0.5

# 3
20
Properties=species:S:1:pos:R:3:forces:R:3 method="wB97M-V/def2-TZVPD" total_charge=+1 spin_multiplicity=3 molar_mass_g_mol=143.2 energy_ev=-20202.439 s2=2.02
C 0.43245 -0.74758 -0.73965 -3.1 0.4 -5.7
C -0.94717 -0.26938 -0.92769 -1.8 -2.2 -1.3
C 3.28603 -0.66374 -0.11878 2.1 2.7 -2.4
C 2.24182 -0.97514 0.67958 -2.8 1.0 1.6
C -1.86055 -0.24273 0.25872 -1.0 -1.7 1.7
C -0.50100 1.89047 0.42638 -2.3 4.4 -1.4
N 0.96561 -0.58857 0.39450 5.4 -2.6 5.7
N -1.46757 1.03229 -0.27582 1.9 0.2 0.8
S -3.63996 -0.67130 0.25488 1.0 -1.8 -0.5
H 0.86319 -1.46300 -1.47151 -0.7 0.6 0.4
H -1.57855 -0.63935 -1.81618 1.5 1.2 1.0
H 4.31919 -0.70800 0.20952 -0.2 -0.7 -0.1
H 3.13681 0.06115 -0.96129 0.0 -1.1 0.5
H 2.57157 -1.42748 1.62894 -1.2 0.2 0.0
H -1.49298 -0.58500 1.24718 0.5 1.0 -0.8
H -1.15908 2.56440 1.18150 2.1 -1.5 -1.7
H 0.29119 1.38052 0.81521 1.5 -1.6 1.7
H 0.02746 2.51769 -0.40834 -1.3 -0.6 1.6
H -2.14329 1.62349 -0.68564 -1.2 0.2 -1.1
H -3.34518 -2.08874 0.30848 -0.5 2.1 -0.1